Record 1
# C19H24BFN2O12

A cluster of 3 separate species, C19H24BFN2O12 in total (wB97M-V/def2-TZVPD, the OMol25 dataset).

Structure (XYZ):
```
59
Properties=species:S:1:pos:R:3:forces:R:3
C 0.386 0.955 1.771 0.428 -0.566 0.044
C 1.486 0.672 0.780 -0.365 0.379 0.489
C 2.755 1.370 1.214 -0.106 -0.216 0.121
O 2.491 2.736 1.378 -0.258 0.230 -0.115
C 3.504 3.615 0.908 0.338 -0.464 0.191
C 3.651 3.586 -0.608 -0.217 0.206 0.122
C 2.638 4.456 -1.265 -3.559 0.732 1.078
O 1.501 4.693 -0.863 3.528 -0.543 -1.446
F 3.085 4.984 -2.423 -0.181 -0.047 0.117
B 4.911 3.461 1.678 0.109 -0.256 0.044
N 5.942 2.483 1.374 -0.642 0.225 -0.365
O 5.182 4.380 2.661 0.484 0.140 -0.163
O 1.655 -0.727 0.764 -0.001 -0.090 -0.140
C 2.226 -1.295 -0.396 0.294 -0.544 0.253
N 3.679 -1.338 -0.414 -0.475 0.224 -0.240
H 0.749 0.670 2.746 0.124 0.118 0.586
H 0.081 1.980 1.749 -0.190 0.540 0.056
H -0.431 0.300 1.555 -0.666 -0.161 -0.224
H 1.175 1.059 -0.184 0.001 -0.070 -0.598
H 3.542 1.172 0.499 0.331 0.078 -0.288
H 3.049 0.933 2.163 0.275 -0.199 0.390
H 3.142 4.597 1.150 -0.250 0.478 0.308
H 4.644 3.874 -0.910 0.374 0.191 -0.255
H 3.484 2.593 -1.000 0.028 -0.482 -0.161
H 6.685 2.875 0.811 0.560 -0.098 0.411
H 5.592 1.666 0.900 0.030 -0.065 -0.391
H 4.713 4.204 3.471 -0.302 0.276 0.422
H 1.854 -0.818 -1.293 -0.073 0.330 -0.338
H 1.857 -2.303 -0.376 -0.023 -0.364 -0.094
H 4.052 -0.548 -0.914 0.232 0.196 0.029
H 3.990 -1.303 0.543 0.333 -0.147 0.192
C -3.011 -3.496 0.094 -0.197 -0.100 -0.089
C -1.700 -3.329 0.317 -0.188 0.162 0.060
C -0.662 -4.143 -0.410 -0.070 -0.274 -0.197
O 0.504 -3.924 -0.143 0.019 -0.038 0.124
C -1.104 -5.135 -1.370 0.175 0.044 0.044
C -2.415 -5.301 -1.591 0.268 -0.039 -0.024
C -3.455 -4.483 -0.875 0.116 0.375 0.357
O -4.619 -4.696 -1.149 -0.181 -0.141 -0.143
O -2.902 -6.185 -2.443 -0.049 -0.092 -0.099
O -1.224 -2.437 1.171 0.049 -0.029 -0.037
H -3.766 -2.919 0.607 -0.003 0.037 0.034
H -0.350 -5.720 -1.877 -0.013 -0.009 -0.021
H -3.872 -6.089 -2.406 -0.146 0.017 0.003
H -0.248 -2.481 1.131 0.098 0.086 0.003
C -5.853 0.894 -0.064 -0.136 -0.096 -0.088
C -4.691 1.345 0.429 -0.264 -0.021 -0.025
C -3.366 0.868 -0.096 0.102 -0.383 -0.377
O -2.359 1.336 0.396 -0.031 0.240 0.155
C -3.357 -0.128 -1.152 0.156 0.085 0.096
C -4.517 -0.581 -1.643 0.253 0.008 0.016
C -5.845 -0.087 -1.134 -0.080 0.314 0.347
O -6.846 -0.543 -1.649 -0.052 -0.165 -0.172
O -4.593 -1.489 -2.600 -0.011 -0.101 -0.108
O -4.610 2.236 1.402 0.015 0.084 0.090
H -6.811 1.232 0.304 0.003 0.025 0.015
H -2.398 -0.476 -1.509 -0.002 -0.013 -0.022
H -5.543 -1.638 -2.762 -0.133 -0.040 -0.002
H -3.659 2.385 1.556 0.139 0.033 0.024
```
Forces are in eV/Å.

## Properties
SMILES: C[C@@H](CO[C@H](CC(=O)F)B(N)O)OCN.O=C1C=C(O)C(=O)C=C1O.O=C1C=C(O)C(=O)C=C1O
HOMO: -9.60 eV
strongest force on any atom: 3.85 eV/A
multiplicity: 1
E_LUMO: -0.055 Ha
frontier orbital gap: 8.1 eV

Atom charges from the natural (NBO) analysis, given in e for atoms 1 to 4: number 1, C, carries -0.6143; number 2, C, carries 0.0796; number 3, C, carries -0.0848; number 4, O, carries -0.5215



Record 2
# C19H24BrCuIN3O2

A structure of composition C19H24BrCuIN3O2 (wB97M-V/def2-TZVPD, the OMol25 dataset).

Structure (XYZ):
```
51
Properties=species:S:1:pos:R:3:forces:R:3
Cu 0.057 -0.079 -0.025 -0.443 0.099 -0.179
C 2.793 0.810 1.302 -0.053 0.068 -0.029
C 2.886 -0.718 1.361 -0.123 -0.120 0.055
C 3.881 -1.226 0.324 0.020 0.027 -0.090
C 1.516 -1.388 1.252 0.318 0.049 -0.104
C 0.654 -1.425 2.354 -0.095 0.113 0.012
C -0.559 -2.100 2.303 -0.024 0.016 0.043
C -0.985 -2.768 1.153 -0.055 0.003 0.101
C -2.284 -3.528 1.127 0.037 0.035 -0.023
C -0.154 -2.713 0.040 -0.025 0.129 -0.080
C 1.070 -2.024 0.075 0.280 -0.205 -0.034
H 3.771 1.255 1.496 -0.026 -0.043 0.015
H 2.083 1.216 2.025 0.033 -0.044 -0.028
H 2.487 1.141 0.302 0.001 -0.023 0.095
H 3.252 -0.984 2.356 0.039 -0.050 0.014
H 3.633 -0.852 -0.676 0.018 -0.034 0.068
H 3.932 -2.316 0.284 -0.017 0.039 0.045
H 4.878 -0.853 0.561 -0.023 0.001 -0.017
H 0.948 -0.916 3.265 -0.019 -0.038 -0.019
H -1.193 -2.105 3.183 0.034 -0.011 -0.037
H -2.131 -4.557 1.457 0.020 -0.001 -0.004
H -2.705 -3.563 0.123 0.034 -0.002 -0.004
H -3.022 -3.080 1.792 0.035 0.022 0.011
H -0.457 -3.184 -0.888 0.015 -0.006 0.052
H 1.723 -2.070 -0.787 -0.016 -0.004 -0.017
O -1.441 3.628 0.510 0.044 -0.210 0.056
C -1.009 2.547 0.631 0.221 -0.185 -0.144
N -0.568 1.434 0.806 -0.311 0.408 0.167
C -4.619 -0.252 -2.709 0.118 0.019 -0.091
N -3.177 -0.389 -2.567 -0.100 0.015 0.075
C -2.500 -0.199 -1.432 0.314 -0.218 -0.240
N -3.177 0.096 -0.315 0.160 0.151 0.285
O -1.237 -0.359 -1.462 -0.285 0.165 0.165
H -4.862 -0.302 -3.765 -0.017 -0.029 -0.003
H -4.953 0.721 -2.346 -0.008 0.021 0.010
H -5.154 -1.047 -2.191 -0.013 -0.015 0.030
H -2.616 -0.676 -3.351 -0.006 0.019 -0.052
H -4.161 0.294 -0.353 -0.003 0.020 0.002
H -2.651 0.468 0.469 -0.015 -0.069 -0.122
Br 3.390 4.262 -2.517 -0.114 0.082 0.040
C 4.139 2.591 -2.940 0.157 0.008 0.013
C 5.495 2.549 -3.238 0.103 -0.070 -0.034
C 6.105 1.344 -3.547 0.019 0.086 0.011
C 5.366 0.172 -3.562 -0.070 -0.067 0.008
C 4.011 0.208 -3.267 0.126 0.028 -0.064
C 3.400 1.418 -2.956 0.060 -0.174 0.055
I 1.366 1.377 -2.538 -0.282 -0.052 -0.019
H 6.067 3.466 -3.226 -0.016 -0.008 0.002
H 7.163 1.326 -3.779 -0.037 0.004 0.008
H 5.837 -0.771 -3.807 -0.017 0.020 0.005
H 3.425 -0.702 -3.292 0.005 0.033 -0.005
```
Forces are in eV/Å.

## Properties
relative energy (zero: lowest compared OMol25 entry of this formula, charge and spin): 13.5 kJ/mol
HOMO (spin up / spin down): -11.42 / -11.42 eV
strongest force on any atom: 0.54 eV/A
multiplicity: 2
<S²>: 0.76
E_LUMO (spin up / spin down): -0.094 / -0.205 Ha
net charge: +1
frontier orbital gap (spin up / spin down): 8.9 / 5.8 eV

Atom charges from the natural (NBO) analysis, given in e for atoms 1 to 4: number 1, Cu, carries 1.4056; number 2, C, carries -0.6155; number 3, C, carries -0.2431; number 4, C, carries -0.6160



Record 3
# C19H24CaN3O7S3

A structure of composition C19H24CaN3O7S3 (wB97M-V/def2-TZVPD, the OMol25 dataset).

Structure (XYZ):
```
57
Properties=species:S:1:pos:R:3:forces:R:3
Ca -0.829 -2.147 -1.494 0.685 0.257 0.106
C -1.857 -1.654 4.528 -0.024 -0.058 0.010
C -0.468 -1.227 4.072 0.005 0.020 -0.045
N -0.499 -0.166 3.074 -0.034 0.049 0.061
C -0.576 1.209 3.579 0.048 -0.029 0.010
C -1.964 1.825 3.475 -0.018 0.043 0.003
C -0.485 -0.393 1.738 0.186 -0.166 0.110
S -0.468 -2.067 1.244 -0.187 0.092 -0.172
N -0.486 0.729 1.021 -0.095 0.026 -0.096
C -0.299 0.839 -0.297 0.241 -0.039 0.032
O -0.089 -0.085 -1.116 -0.375 -0.132 -0.093
C -0.293 2.239 -0.821 0.059 -0.004 0.024
C -0.526 3.328 0.014 -0.038 -0.021 -0.008
C -0.480 4.616 -0.492 0.004 -0.001 0.003
C -0.187 4.825 -1.832 -0.002 -0.006 -0.007
C 0.058 3.745 -2.666 -0.007 -0.014 -0.010
C 0.005 2.456 -2.162 0.034 0.032 -0.001
H -1.787 -2.498 5.217 0.009 0.011 0.010
H -2.448 -1.967 3.667 0.010 0.000 -0.002
H -2.381 -0.844 5.036 0.010 0.013 -0.007
H 0.066 -2.076 3.657 -0.017 -0.004 0.000
H 0.115 -0.855 4.916 -0.018 0.002 0.020
H 0.148 1.817 3.040 -0.023 0.014 -0.023
H -0.268 1.172 4.625 0.010 0.004 -0.002
H -2.298 1.840 2.439 0.020 -0.012 -0.007
H -1.939 2.853 3.843 -0.005 -0.005 0.003
H -2.693 1.272 4.070 0.005 -0.014 -0.004
H -0.729 3.149 1.060 -0.002 0.006 0.006
H -0.651 5.461 0.164 -0.006 0.002 0.001
H -0.128 5.833 -2.224 0.002 0.001 0.005
H 0.318 3.908 -3.703 0.016 -0.005 0.009
H 0.231 1.607 -2.792 0.003 -0.005 0.006
N 1.449 -3.119 -2.264 -0.067 -0.090 0.039
C 2.299 -1.954 -2.208 -0.111 0.081 -0.028
C 2.922 -1.595 -1.023 -0.043 0.060 -0.033
C 3.603 -0.388 -0.947 -0.006 -0.077 0.126
C 3.666 0.461 -2.040 0.010 0.065 -0.049
C 3.065 0.080 -3.228 -0.029 0.001 -0.072
C 2.378 -1.122 -3.317 -0.004 0.022 0.036
S 4.453 2.075 -1.900 0.022 -0.021 0.017
O 3.400 2.909 -1.340 0.036 -0.021 -0.018
O 4.821 2.409 -3.269 -0.027 -0.007 0.034
O 5.578 1.843 -1.006 -0.050 0.016 -0.021
H 1.739 -3.815 -1.584 0.002 0.045 0.012
H 1.501 -3.560 -3.176 -0.047 0.021 0.017
H 2.840 -2.231 -0.148 -0.004 -0.023 -0.011
H 4.090 -0.093 -0.026 0.009 0.026 -0.019
H 3.142 0.741 -4.083 0.010 0.006 0.011
H 1.889 -1.399 -4.246 -0.001 -0.043 0.007
C -4.062 -3.839 -0.342 -0.016 -0.015 -0.061
S -3.234 -3.690 -1.904 -0.092 -0.148 0.070
O -1.878 -4.253 -1.690 -0.082 -0.053 0.026
O -4.034 -4.359 -2.889 0.039 -0.006 0.006
O -3.057 -2.234 -2.121 -0.094 0.096 0.018
H -4.227 -4.897 -0.152 0.020 -0.003 -0.001
H -5.013 -3.317 -0.415 0.002 -0.002 -0.024
H -3.442 -3.401 0.438 0.029 0.016 -0.030
```
Forces are in eV/Å.

## Properties
relative energy (zero: lowest compared OMol25 entry of this formula, charge and spin): 0.0 kJ/mol
HOMO: -5.44 eV
strongest force on any atom: 0.74 eV/A
multiplicity: 1
E_LUMO: 0.078 Ha
net charge: -1
frontier orbital gap: 7.6 eV

Atom charges from the natural (NBO) analysis, given in e for atoms 1 to 4: number 1, Ca, carries 1.7918; number 2, C, carries -0.6177; number 3, C, carries -0.2147; number 4, N, carries -0.4099



Record 4
# C19H24CdCl2N5O2S3Si

A structure of composition C19H24CdCl2N5O2S3Si (wB97M-V/def2-TZVPD, the OMol25 dataset).

Structure (XYZ):
```
57
Properties=species:S:1:pos:R:3:forces:R:3
Cd -0.194 0.163 -0.543 0.356 -0.251 0.437
C -1.639 7.105 0.791 0.041 -0.157 -0.032
Si -0.703 5.659 -0.006 -0.064 0.326 0.141
C 1.126 5.966 0.361 -0.211 -0.090 -0.165
C -1.098 5.720 -1.852 0.117 -0.064 0.239
C -1.327 4.080 0.812 0.270 -0.204 -0.220
C -2.314 4.078 1.783 -0.017 0.097 -0.099
C -2.778 2.887 2.338 -0.025 0.043 0.086
C -2.221 1.709 1.887 0.000 -0.102 0.069
N -1.258 1.665 0.975 -0.120 0.287 -0.170
C -0.801 2.812 0.431 -0.310 0.241 0.428
S 0.445 2.626 -0.739 0.289 -0.009 -0.245
H -1.276 8.048 0.374 0.001 -0.006 -0.011
H -1.485 7.143 1.873 0.011 -0.005 -0.008
H -2.715 7.053 0.605 0.005 -0.011 -0.007
H 1.411 6.986 0.088 -0.043 -0.001 -0.012
H 1.752 5.269 -0.193 0.030 -0.026 0.003
H 1.334 5.829 1.425 -0.051 -0.002 0.000
H -0.911 6.715 -2.265 0.013 0.003 0.068
H -2.147 5.470 -2.028 0.002 0.012 0.046
H -0.492 4.998 -2.393 0.031 -0.064 -0.055
H -2.748 5.019 2.105 0.006 -0.027 0.019
H -3.556 2.880 3.088 -0.001 -0.026 -0.003
H -2.554 0.749 2.268 -0.020 0.005 -0.048
Cl 1.024 0.182 -3.411 0.285 0.001 -0.265
C 2.551 -0.515 -2.838 -0.212 0.083 0.046
Cl 2.867 -0.068 -1.151 0.323 -0.028 -0.091
H 3.362 -0.128 -3.443 -0.005 -0.015 -0.027
H 2.455 -1.593 -2.884 -0.013 -0.007 0.043
O -3.138 -0.968 -0.315 -0.018 -0.006 -0.070
C -2.486 -1.001 -1.373 -0.372 -0.203 -0.038
O -1.892 -0.020 -1.927 -0.411 -0.111 -0.087
C -2.315 -2.353 -2.033 0.160 -0.048 0.049
C -3.362 -2.948 -2.723 -0.056 0.025 -0.003
C -3.231 -4.215 -3.273 -0.043 0.003 -0.045
C -2.039 -4.906 -3.109 -0.003 -0.043 -0.001
C -0.987 -4.322 -2.424 -0.036 0.072 -0.014
C -1.094 -3.034 -1.889 -0.086 0.063 -0.113
S 0.312 -2.375 -1.051 0.181 0.179 0.198
H -4.296 -2.409 -2.827 0.013 0.011 0.034
H -4.053 -4.656 -3.823 -0.001 -0.012 0.026
H -1.931 -5.906 -3.514 0.023 0.016 -0.012
H -0.052 -4.854 -2.294 -0.007 -0.019 -0.016
C -2.551 -2.993 3.877 0.033 0.019 -0.033
C -1.296 -2.213 3.991 -0.078 -0.104 -0.155
N -0.606 -2.026 5.068 0.029 0.004 0.158
N 0.455 -1.268 4.651 -0.084 -0.002 -0.199
C 0.435 -0.968 3.333 -0.055 -0.031 0.211
S 1.537 -0.107 2.452 0.179 0.150 -0.182
N -0.715 -1.584 2.916 0.039 0.021 0.194
N -1.157 -1.507 1.615 -0.098 -0.079 -0.306
H -2.745 -3.498 4.820 -0.004 0.021 0.010
H -2.459 -3.731 3.079 -0.034 -0.001 0.003
H -3.393 -2.343 3.636 -0.014 -0.022 -0.002
H 1.170 -0.975 5.287 0.041 -0.004 0.068
H -0.723 -2.205 1.003 0.011 -0.007 0.133
H -2.166 -1.507 1.510 0.000 0.105 0.025
```
Forces are in eV/Å.

## Properties
relative energy (zero: lowest compared OMol25 entry of this formula, charge and spin): 103.6 kJ/mol
HOMO: -4.60 eV
strongest force on any atom: 0.62 eV/A
multiplicity: 1
E_LUMO: 0.098 Ha
net charge: -1
frontier orbital gap: 7.3 eV

Atom charges from the natural (NBO) analysis, given in e for atoms 1 to 4: number 1, Cd, carries 1.5327; number 2, C, carries -1.1127; number 3, Si, carries 1.6385; number 4, C, carries -1.1089